C8H11N5O3 | wB97M-V/def2-TZVPD

Last column: natural (NBO) charge in e.
CARTESIAN COORDINATES (ANGSTROEM)
O 1.042 -1.307 3.152  -0.52
O -3.273 -2.350 -2.154  -0.35
O -3.740 -2.636 0.069  -0.32
N -1.572 -0.167 -1.442  -0.47
N -1.983 -0.714 0.714  -0.21
C 1.412 -0.746 2.137  0.58
C -0.850 0.573 -0.674  0.52
C -2.268 -0.992 -0.559  0.34
N -1.127 0.375 0.636  -0.18
N 0.124 1.425 -1.229  -0.46
N -3.199 -2.057 -0.906  0.47
C 2.333 -1.376 1.107  -0.73
C 1.059 0.708 1.922  -0.52
C -0.505 0.861 1.859  -0.21
C 0.104 2.032 -2.561  -0.23
C 0.946 0.777 -2.185  -0.26
H 1.740 -1.513 0.109  0.24
H 3.267 -0.841 0.927  0.24
H 2.666 -2.378 1.493  0.24
H 1.582 1.025 1.036  0.23
H 1.442 1.372 2.773  0.25
H -0.974 0.282 2.603  0.25
H -0.795 1.949 2.056  0.22
H 0.605 3.048 -2.573  0.21
H -0.731 1.902 -3.206  0.22
H 0.659 -0.173 -2.690  0.22
H 2.036 0.921 -2.415  0.21

Its net charge is 0. Its HOMO energy is -10.1 eV. As for the SMILES: CC(=O)CCn1nc([N+](=O)[O-])nc1N1CC1. The calculation puts the molecular weight at 225.21 g/mol. The calculation puts the LUMO energy at -0.91 eV. As for the energy above the lowest of the compared OMol25 structures with the same formula, charge and spin: 378.64 kJ/mol.